C38H96N6O14 | wB97M-V/def2-TZVPD

```
154
Properties=species:S:1:pos:R:3:lowdin_charge:R:1
C -17.354 -1.433 -3.849 -0.110
C -21.913 1.405 -9.475 -0.207
N -20.714 0.866 -10.061 -0.061
C -19.706 0.425 -12.206 -0.230
H -16.583 -3.408 3.566 0.120
C -16.212 -2.470 -5.640 -0.213
H -20.736 -1.039 -11.097 0.112
H -19.071 -8.321 -3.946 0.105
H -18.316 -1.540 -4.361 0.069
O -19.167 -3.057 0.031 -0.211
H -17.439 -1.495 -2.766 0.084
C -15.259 -1.121 -9.324 -0.114
H -15.012 -6.020 -6.777 0.106
H -19.954 -6.146 -0.162 0.086
C -21.546 2.344 -8.344 -0.219
C -25.316 -0.065 -3.145 -0.218
H -18.608 -5.964 -6.635 0.115
H -15.870 -5.938 1.954 0.128
H -21.058 -3.121 0.980 0.096
H -22.508 1.910 -10.238 0.120
C -19.709 -1.457 -7.486 -0.196
C -17.883 -7.048 3.553 -0.105
H -20.213 -2.899 -2.458 0.040
H -20.522 3.250 -6.114 0.094
H -17.526 -6.883 -5.660 0.113
H -19.984 0.151 -15.424 0.085
C -20.478 -2.571 0.238 -0.091
N -15.704 -4.126 -7.412 -0.048
H -20.098 -8.101 -6.742 0.125
H -22.373 -4.795 -6.697 0.083
H -18.413 -6.683 -0.850 0.079
H -21.781 0.347 -11.721 0.119
H -15.136 -0.555 -10.251 0.088
C -16.757 0.572 -8.671 -0.208
H -20.767 1.958 -5.176 0.088
O -13.451 -4.617 -8.722 -0.214
H -14.971 -4.234 -5.427 0.128
H -20.370 -0.659 -7.127 0.108
C -24.158 -1.534 -6.347 -0.090
H -25.110 2.802 1.173 0.086
H -18.757 0.145 -11.729 0.112
H -18.954 -7.103 3.736 0.087
H -17.670 -7.784 2.765 0.084
C -15.983 -3.984 2.856 -0.206
H -26.267 -0.838 -4.884 0.128
H -24.680 1.328 -4.439 0.093
H -20.703 3.000 -8.592 0.127
C -15.409 -5.529 -7.680 -0.196
H -21.155 -7.814 -3.009 0.121
H -14.439 -1.771 -9.029 0.076
H -17.082 -2.110 -6.197 0.095
O -19.855 -0.199 -13.476 -0.182
H -23.305 -1.151 -6.897 0.086
C -16.224 -5.498 2.894 -0.214
C -25.338 -1.019 -4.334 -0.206
H -20.215 1.616 -14.548 0.087
C -21.084 -3.132 -4.118 -0.217
C -18.599 -6.779 -5.909 -0.233
C -19.355 -7.029 -0.414 -0.089
H -22.374 3.031 -8.128 0.120
H -12.070 -3.584 -9.869 0.086
C -19.016 -8.084 -6.574 -0.226
H -20.528 -2.613 -4.892 0.090
C -18.310 -3.024 1.156 -0.220
H -16.435 -8.975 -7.691 0.080
H -20.967 -2.756 -0.723 0.056
O -15.681 -0.252 -8.301 -0.178
O -17.610 -5.753 3.042 -0.219
O -21.203 1.596 -7.184 -0.204
H -22.549 0.628 -9.010 0.116
H -25.458 4.532 0.975 0.088
O -21.395 -1.018 -3.107 -0.090
H -20.775 -6.213 -2.455 0.113
H -18.275 -6.932 -3.081 0.117
H -26.745 2.662 -1.762 0.133
C -17.456 -9.332 -7.859 -0.110
H -17.455 -9.707 -8.888 0.084
H -11.785 -5.296 -9.647 0.090
O -20.224 -3.626 -3.090 -0.072
H -16.010 -1.889 -9.584 0.081
H -22.597 -2.520 -2.568 0.119
H -26.260 -0.214 -2.608 0.120
H -20.125 0.382 -9.383 0.064
H -19.675 1.515 -12.281 0.112
H -14.896 -3.597 -7.715 0.074
C -15.862 -3.891 -5.973 -0.200
N -25.325 1.297 -3.658 -0.050
H -21.921 -0.235 -3.293 0.063
H -21.405 -1.983 -8.792 0.117
H -20.052 -3.123 -8.816 0.128
C -22.138 -2.214 -3.511 -0.179
C -19.626 0.698 -14.540 -0.132
H -17.275 -7.243 4.438 0.084
C -20.634 -2.451 -8.164 -0.202
H -16.670 -2.769 -0.232 0.120
C -14.297 -5.730 -8.746 -0.221
H -21.612 -3.973 -4.576 0.109
H -13.092 -4.820 -10.753 0.088
C -18.008 0.233 -7.853 -0.191
H -24.911 3.246 -3.204 0.124
H -16.653 -4.564 -5.625 0.105
H -13.750 -6.639 -8.459 0.119
H -26.720 3.193 0.779 0.086
C -21.239 2.406 -6.061 -0.144
H -25.755 1.509 -0.843 0.117
H -14.966 -3.091 1.204 0.104
O -21.235 -3.250 -7.161 -0.232
H -15.658 -5.909 3.738 0.112
H -18.683 1.100 -7.868 0.104
H -22.888 -3.930 -8.167 0.086
H -19.226 -1.815 -6.571 0.095
O -18.367 -8.243 -7.831 -0.187
H -17.045 -0.395 -4.062 0.089
C -20.843 0.039 -11.256 -0.189
C -25.697 3.540 0.602 -0.120
N -15.857 -3.355 1.569 -0.077
H -23.970 -2.581 -6.080 0.083
H -19.144 -5.533 -4.484 0.089
H -20.417 -1.478 0.264 0.099
H -14.963 -3.893 3.256 0.116
O -25.257 3.554 -0.743 -0.195
H -21.537 -5.011 -8.318 0.090
H -22.199 2.825 -5.770 0.083
H -17.806 0.126 -6.779 0.116
N -19.443 -6.465 -4.759 -0.046
C -22.020 -4.328 -7.614 -0.106
N -18.770 -0.867 -8.445 -0.055
H -24.527 -0.323 -2.422 0.119
H -23.792 2.170 -2.402 0.121
C -16.947 -3.394 0.621 -0.201
H -17.052 -4.394 0.168 0.113
H -19.229 -7.636 0.477 0.079
H -15.381 -1.798 -5.897 0.130
H -16.941 0.580 -9.747 0.115
C -20.347 -7.211 -2.582 -0.221
O -16.407 -2.395 -4.234 -0.175
H -18.564 0.844 -14.757 0.086
H -17.729 -10.187 -7.243 0.085
H -25.201 -2.053 -4.000 0.125
C -24.849 2.286 -2.683 -0.214
C -12.569 -4.547 -9.835 -0.085
H -18.624 -3.817 1.849 0.113
H -18.367 -2.066 1.687 0.130
C -25.719 2.411 -1.463 -0.237
O -20.025 -7.846 -1.364 -0.197
H -14.723 -6.009 -9.718 0.118
O -24.251 -0.711 -5.205 -0.252
H -16.335 -6.079 -7.866 0.100
H -18.830 -8.900 -5.871 0.101
H -16.582 1.608 -8.356 0.122
C -19.183 -7.312 -3.562 -0.174
H -18.190 -1.634 -8.771 0.107
H -22.907 -1.884 -4.218 0.081
H -25.098 -1.528 -6.909 0.096
```

Properties
**HOMO**: -8.1 eV
**Spin multiplicity**: 1